(1)
21
Properties=species:S:1:pos:R:3 method="wB97M-V/def2-TZVPD" e_above_lowest_kcal_mol=27.05 homo_ev=-9.43 e_lumo_ev=0.959
F -2.278 -0.692 0.890
C -0.457 0.791 1.451
C 0.906 1.710 -1.163
C -1.122 0.239 -0.975
C 1.168 -1.734 0.254
C -0.261 1.012 -1.589
C -0.350 -1.641 0.604
C -0.982 -0.304 0.468
H 0.833 2.859 -1.195
H -0.645 0.537 2.581
H -2.058 -0.006 -1.379
H -0.796 1.845 1.291
H 1.449 -2.832 0.278
H -0.474 -1.950 1.634
H 1.546 1.612 -2.101
H 0.653 0.737 1.422
H 1.314 1.423 -0.257
H 1.838 -1.258 1.078
H 1.325 -1.363 -0.749
H -0.580 1.428 -2.612
H -1.030 -2.413 0.069


(2)
81
Properties=species:S:1:pos:R:3 method="wB97M-V/def2-TZVPD" charge=+1 homo_ev="-10.51 / -10.51" multiplicity=5 e_lumo_ev="-3.177 / -3.126"
Ho -0.163 -1.416 -0.628
S 0.033 2.301 2.389
Si -2.739 -2.398 0.799
Si -0.695 -2.267 -4.131
O -0.133 2.225 -4.055
O 1.406 0.121 -4.880
N 1.901 -0.532 0.199
C 0.861 0.624 -6.148
C -1.387 -3.900 -3.503
C 1.776 1.603 -6.821
C 3.749 0.491 -4.341
C 0.574 -2.921 -5.387
C -0.049 -0.945 -2.967
C -0.670 0.748 0.399
C -1.735 3.180 -2.385
C 2.780 -0.435 -4.999
C 1.752 0.533 1.072
C 3.148 -0.994 -0.115
C 4.104 0.474 1.535
C -3.391 -4.131 0.505
C -1.071 -2.668 1.685
C -1.489 2.351 -3.623
C -3.816 -1.386 1.947
C 1.680 3.696 -3.470
C -1.827 1.476 0.813
C 0.872 2.486 -3.082
C 4.267 -0.527 0.567
C -2.505 -1.541 -0.840
C -1.596 2.367 1.850
C 2.857 1.036 1.769
C 0.418 1.104 1.170
C -2.006 -1.460 -5.219
H -1.921 -3.844 -2.544
H 3.691 1.476 -4.807
H -1.161 4.113 -2.378
H -2.960 -0.537 -0.814
H 1.023 -2.136 -6.001
H -0.811 -0.348 -2.472
H -1.620 -0.554 -5.706
H 4.773 0.144 -4.479
H -2.051 2.779 -4.450
H 0.054 -3.615 -6.061
H -1.864 1.330 -3.501
H 2.785 -1.438 -4.559
H -2.328 3.006 2.342
H 5.244 -0.947 0.335
H -1.477 2.597 -1.496
H -1.378 -3.149 2.631
H 4.958 0.841 2.089
H 1.024 4.569 -3.557
H -2.817 1.308 0.378
H -2.878 -1.192 -4.605
H 2.075 2.405 -6.135
H -4.019 -4.459 1.342
H 1.472 1.568 -3.009
H -0.511 -1.761 1.976
H -4.677 -0.973 1.408
H -2.311 -2.176 -6.001
H 0.605 -0.235 -6.788
H 0.419 2.656 -2.099
H -0.415 -3.378 1.136
H 1.384 -3.469 -4.891
H 0.935 -1.176 -2.503
H 3.225 -1.730 -0.927
H -2.101 -4.264 -4.271
H -2.971 -2.051 -1.690
H -2.795 3.455 -2.322
H -0.578 -4.649 -3.419
H -2.565 -4.848 0.405
H 0.493 0.025 -3.909
H 1.224 2.053 -7.654
H 3.019 -0.548 -6.066
H -4.190 -2.010 2.770
H 2.653 1.110 -7.247
H 2.215 3.575 -4.416
H -0.051 1.129 -5.843
H -3.982 -4.176 -0.417
H 2.418 3.944 -2.702
H 2.718 1.885 2.447
H -3.265 -0.542 2.382
H 3.549 0.575 -3.271


(3)
10
Properties=species:S:1:pos:R:3 method="wB97M-V/def2-TZVPD" e_above_lowest_kcal_mol=86.62 homo_ev=-9.69 e_lumo_ev=-0.159
O 0.907 2.182 -0.439
N 0.436 -0.109 -1.115
C -0.242 -0.949 0.003
C -0.781 0.367 0.557
C 0.366 1.089 -0.399
H 1.883 -0.559 -1.171
H 0.560 -1.405 0.818
H -1.859 0.512 0.420
H -1.005 -1.760 -0.250
H -0.266 0.631 1.575


(4)
7
Properties=species:S:1:pos:R:3 method="wB97M-V/def2-TZVPD" smiles=O[SiH2]S e_above_lowest_kcal_mol=10.83 homo_ev=-9.55 e_lumo_ev=0.386
S 1.912 0.028 -0.174
Si -0.322 0.570 -0.060
O -1.261 -0.744 -0.097
H 1.927 -1.210 0.046
H -0.688 1.230 1.247
H -0.485 1.787 -0.869
H -1.083 -1.662 -0.093


(5)
10
Properties=species:S:1:pos:R:3 method="wB97M-V/def2-TZVPD" e_above_lowest_kcal_mol=72.54 homo_ev="-9.11 / -9.11" e_lumo_ev="-2.003 / -2.004"
I -3.378 -0.705 0.532
S -2.263 1.278 0.126
O -0.533 0.595 -1.167
C 0.743 -0.596 0.563
C 0.678 0.482 -0.596
H 1.784 -0.621 1.020
H 1.223 -0.078 -1.510
H 1.309 1.494 -0.399
H 0.341 -1.462 -0.005
H 0.097 -0.387 1.434


(6)
51
Properties=species:S:1:pos:R:3 method="wB97M-V/def2-TZVPD" charge=+1 homo_ev="-10.26 / -10.26" multiplicity=3 e_lumo_ev="-2.236 / -2.923"
I -1.307 1.972 -1.318
Br -2.040 3.958 -4.088
Ni -0.996 -0.357 -0.036
S -3.342 -0.431 0.604
S -0.657 -2.314 1.388
S -1.516 -1.901 -1.817
O 5.245 1.224 3.099
O -0.545 0.693 1.626
O 4.659 3.093 4.329
O 1.028 0.013 0.278
C -0.747 2.598 -4.240
C -0.110 2.432 -5.463
C 3.925 1.514 2.912
C 1.198 0.630 -4.555
C -0.760 -3.406 -1.144
C -3.424 -1.867 1.713
C 0.856 1.451 -5.619
C -4.042 -1.071 -0.931
C 1.710 1.356 2.125
C -0.409 1.763 -3.185
C 2.306 3.147 3.646
C 1.358 2.473 2.868
C 0.698 0.661 1.317
C -3.289 -2.224 -1.582
C -2.113 -2.136 2.438
C 3.577 2.632 3.649
C 3.023 0.852 2.131
C -1.082 -3.709 0.316
C 0.565 0.785 -3.331
C 5.745 2.211 4.009
H -4.060 -0.201 -1.590
H 0.310 -3.241 -1.277
H -4.196 -1.656 2.452
H -3.757 -2.729 1.135
H -3.392 -3.145 -1.011
H 0.336 2.823 2.838
H -2.131 -3.962 0.456
H -0.497 -4.572 0.631
H -0.378 3.077 -6.289
H 6.093 1.724 4.919
H 1.963 -0.126 -4.669
H 3.299 -0.009 1.538
H -1.045 -4.245 -1.780
H -5.077 -1.363 -0.753
H 6.540 2.778 3.529
H 0.848 0.170 -2.487
H 1.350 1.339 -6.575
H -1.850 -1.298 3.085
H -3.712 -2.405 -2.570
H 2.053 4.026 4.221
H -2.209 -3.025 3.062